Record 1
Density functional theory data (ωB97M-V/def2-TZVPD) for C3H4N2S in the gas phase.

Summary:
HOMO-LUMO gap (Ha): 0.3476
Energy above the lowest of the compared OMol25 structures with the same formula, charge and spin (eV): 2.494
HOMO energy (hartree): -0.31967
Total energy (eV): -16988.9967
LUMO energy (eV): 0.760

```
! RIJCOSX wB97M-V def2-TZVPD def2/J DEFGRID3
* xyz 0 1
S 0.294 1.507 1.148
N -0.175 0.229 0.125
C -1.144 -0.685 0.038
C -0.734 -1.762 -0.742
C 0.450 -1.240 -1.246
N 0.850 -0.080 -0.773
H 1.359 1.804 0.270
H -1.892 -0.437 0.678
H -1.194 -2.755 -0.982
H 0.864 -1.638 -2.102
*
```

=====

Record 2
Density functional theory data (ωB97M-V/def2-TZVPD) for C6H12 in the gas phase.

Summary:
HOMO-LUMO gap (Ha): 0.4163
Energy above the lowest of the compared OMol25 structures with the same formula, charge and spin (eV): 1.313
HOMO energy (hartree): -0.36864
Total energy (eV): -6415.6280
LUMO energy (eV): 1.298

```
! RIJCOSX wB97M-V def2-TZVPD def2/J DEFGRID3
* xyz 0 1
C 1.546 -1.354 -0.198
C 1.683 0.063 0.359
C 0.367 0.555 0.981
C -0.761 0.905 0.022
C -2.133 0.342 0.208
C -1.374 -0.006 -1.047
H 0.743 -1.362 -0.929
H 1.303 -2.069 0.601
H 2.427 -1.719 -0.734
H 2.469 0.066 1.123
H 2.008 0.758 -0.427
H 0.536 1.479 1.548
H 0.026 -0.207 1.697
H -0.703 1.944 -0.316
H -2.214 -0.535 0.855
H -3.030 0.943 0.109
H -1.623 0.514 -1.973
H -1.057 -1.042 -1.149
*
```

=====

Record 3
Density functional theory data (ωB97M-V/def2-TZVPD) for C2H2I2O2S in the gas phase.

Summary:
HOMO-LUMO gap (Ha): 0.3097
Energy above the lowest of the compared OMol25 structures with the same formula, charge and spin (eV): 2.124
HOMO energy (hartree): -0.31618
Total energy (eV): -33236.5933
LUMO energy (eV): -0.177

```
! RIJCOSX wB97M-V def2-TZVPD def2/J DEFGRID3
* xyz 0 1
O 0.770 0.109 -1.310
C 0.545 -0.443 -0.318
O -0.399 -0.538 0.521
C -1.596 0.245 0.366
I -1.189 2.320 -0.117
S 2.151 -1.457 0.542
I 3.704 -0.314 -0.749
H -1.791 0.207 1.496
H -2.195 -0.129 -0.431
*
```

=====

Record 4
Density functional theory data (ωB97M-V/def2-TZVPD) for 14 unconnected molecules or ions with the total composition C36H100O20.

Summary:
HOMO-LUMO gap (Ha): 0.3408
Energy above the lowest of the compared OMol25 structures with the same formula, charge and spin (eV): 3.036
HOMO energy (hartree): -0.34233
Total energy (eV): -79899.1392
LUMO energy (eV): -0.041

```
! RIJCOSX wB97M-V def2-TZVPD def2/J DEFGRID3
* xyz 0 1
C 1.141 0.066 0.046
C -0.289 -0.253 0.293
C -1.267 0.553 -0.585
O -0.585 -1.612 0.076
H 1.381 1.056 0.435
H 1.436 0.216 -0.993
H 1.748 -0.686 0.549
H -0.625 0.093 1.271
H -2.304 0.216 -0.585
H -0.915 0.626 -1.614
H -1.383 1.563 -0.191
H 0.027 -2.148 0.586
C 1.914 -2.566 -2.407
C 2.759 -3.067 -1.295
C 2.683 -4.586 -0.969
O 4.095 -2.789 -1.579
H 0.939 -3.046 -2.319
H 2.377 -2.826 -3.359
H 1.869 -1.479 -2.347
H 2.516 -2.499 -0.397
H 2.754 -5.128 -1.912
H 1.691 -4.837 -0.595
H 3.459 -5.034 -0.348
H 4.279 -3.190 -2.432
C 4.184 1.868 4.363
C 3.119 0.802 4.488
C 2.339 0.586 3.207
O 3.681 -0.430 4.882
H 4.963 1.647 3.633
H 4.744 2.087 5.273
H 3.677 2.800 4.114
H 2.400 1.098 5.253
H 1.867 1.503 2.855
H 1.542 -0.140 3.366
H 2.978 0.169 2.429
H 3.988 -0.901 4.103
C 4.671 2.013 -0.773
C 5.910 2.979 -0.526
C 6.695 2.806 0.821
O 6.762 2.717 -1.612
H 4.230 2.096 -1.766
H 3.933 2.305 -0.026
H 4.990 0.977 -0.659
H 5.620 4.030 -0.515
H 7.244 1.865 0.812
H 6.030 2.870 1.683
H 7.440 3.600 0.884
H 7.448 3.388 -1.601
C -0.007 3.708 1.917
C 1.168 4.010 1.061
C 0.896 3.968 -0.447
O 1.583 5.305 1.327
H -0.439 2.750 1.629
H -0.752 4.498 1.822
H 0.382 3.653 2.934
H 2.031 3.388 1.298
H 1.643 4.444 -1.082
H -0.070 4.405 -0.699
H 0.756 2.947 -0.802
H 1.907 5.325 2.231
C -3.385 -3.264 4.759
C -2.537 -2.230 4.001
C -2.848 -2.195 2.500
O -2.941 -0.965 4.563
H -4.424 -3.256 4.430
H -3.380 -3.124 5.840
H -3.005 -4.267 4.561
H -1.493 -2.432 4.240
H -2.213 -1.394 2.123
H -3.894 -1.955 2.307
H -2.652 -3.086 1.905
H -3.771 -0.831 4.099
C -2.173 3.850 -2.538
C -3.083 4.910 -1.987
C -4.512 4.578 -2.079
O -2.754 5.088 -0.635
H -2.133 2.945 -1.932
H -1.120 4.079 -2.702
H -2.613 3.454 -3.454
H -2.839 5.867 -2.446
H -4.720 3.582 -1.688
H -4.862 4.468 -3.105
H -5.090 5.329 -1.540
H -3.045 4.292 -0.184
C 1.959 1.004 -4.056
C 1.004 2.149 -3.923
C 1.697 3.488 -3.994
O 0.009 2.103 -4.892
H 2.339 1.071 -5.076
H 1.576 -0.003 -3.893
H 2.836 1.163 -3.430
H 0.604 2.018 -2.917
H 1.071 4.374 -3.885
H 2.238 3.681 -4.920
H 2.501 3.523 -3.259
H -0.400 1.236 -4.850
C 5.779 -1.138 0.822
C 6.070 -2.247 1.959
O 5.614 -1.972 3.279
O 4.413 -1.156 0.535
H 6.373 -1.339 -0.070
H 6.086 -0.194 1.272
H 7.140 -2.456 1.985
H 5.706 -3.233 1.668
H 5.991 -2.665 3.826
H 4.292 -1.810 -0.157
C 2.974 -4.110 2.898
C 1.885 -3.023 2.701
O 0.882 -3.345 1.697
O 2.512 -5.263 3.553
H 3.774 -3.699 3.514
H 3.404 -4.465 1.962
H 2.429 -2.113 2.446
H 1.366 -2.857 3.645
H 0.587 -4.242 1.865
H 1.803 -5.644 3.030
C -5.918 2.217 1.471
C -4.522 1.913 0.841
O -3.735 3.105 0.909
O -5.671 2.103 2.816
H -6.652 1.517 1.072
H -6.207 3.238 1.223
H -4.599 1.647 -0.213
H -4.082 1.006 1.257
H -3.675 3.401 1.820
H -5.995 2.901 3.240
C -2.860 -0.592 -4.337
C -3.730 0.596 -3.917
O -5.036 0.123 -3.519
O -2.066 -0.017 -5.372
H -3.411 -1.394 -4.829
H -2.186 -0.895 -3.536
H -3.882 1.289 -4.745
H -3.276 1.090 -3.058
H -4.954 -0.192 -2.616
H -1.614 -0.745 -5.805
C -6.125 -2.702 0.334
C -5.917 -1.267 -0.059
O -4.917 -1.176 -1.093
O -6.775 -3.452 -0.729
H -6.799 -2.754 1.189
H -5.214 -3.198 0.671
H -5.617 -0.627 0.771
H -6.829 -0.796 -0.424
H -4.251 -1.860 -0.999
H -7.688 -3.186 -0.859
C -3.205 -4.827 -2.302
C -2.071 -3.817 -1.968
O -2.615 -2.790 -1.132
O -2.571 -5.849 -3.093
H -4.003 -4.299 -2.825
H -3.586 -5.205 -1.353
H -1.584 -3.443 -2.869
H -1.239 -4.382 -1.549
H -1.903 -2.306 -0.708
H -3.306 -6.437 -3.284
*
```

=====

Record 5
Density functional theory data (ωB97M-V/def2-TZVPD) for a molecular structure, C15H17B11Br6Cl3N3Pd.

Summary:
HOMO-LUMO gap (Ha): 0.2866
HOMO energy (hartree): -0.31781
Total energy (eV): -489054.2145
LUMO energy (eV): -0.850

```
! RIJCOSX wB97M-V def2-TZVPD def2/J DEFGRID3
* xyz 0 1
Pd -0.545 0.152 -0.842
Br 1.932 0.193 -1.032
B 2.641 0.594 0.777
B 3.793 1.891 0.980
C 3.586 2.343 2.598
B 2.181 2.003 1.723
B 2.332 1.560 3.435
B 4.032 1.170 3.743
B 4.932 1.376 2.232
B 4.329 0.201 1.065
Br 5.439 -0.563 -0.333
B 4.478 -0.248 2.785
Br 5.811 -1.512 3.391
B 2.858 -0.133 3.536
Br 2.315 -1.273 5.005
B 1.718 0.389 2.284
Br -0.155 -0.138 2.284
B 3.037 -0.746 1.874
Br 2.656 -2.579 1.377
H 4.118 2.663 0.150
H 3.778 3.373 2.853
H 1.420 2.847 1.406
H 1.691 2.128 4.244
H 4.529 1.488 4.763
H 6.024 1.818 2.258
C -3.483 -0.858 -0.634
N -2.562 0.261 -0.792
C -3.012 1.472 -0.918
C -2.079 2.509 -1.075
C -2.131 3.888 -1.287
C -0.810 4.307 -1.432
C 0.000 3.172 -1.311
N -0.764 2.096 -1.100
C -3.906 -1.476 -1.945
C -5.230 -1.844 -2.143
C -5.623 -2.456 -3.326
C -4.692 -2.701 -4.323
C -3.366 -2.331 -4.133
C -2.976 -1.723 -2.951
H -4.359 -0.528 -0.069
H -2.984 -1.607 -0.016
H -4.083 1.658 -0.885
H -3.019 4.496 -1.318
H -0.458 5.310 -1.602
H 1.074 3.097 -1.364
H -5.962 -1.648 -1.369
H -6.658 -2.734 -3.470
H -4.996 -3.174 -5.247
H -2.636 -2.514 -4.910
H -1.942 -1.425 -2.815
Cl 1.180 -5.046 -0.915
C -0.358 -4.453 -0.298
Cl -0.526 -4.747 1.428
Cl -1.712 -5.148 -1.196
C -0.408 -2.991 -0.507
N -0.449 -1.858 -0.633
*
```

=====

Record 6
Density functional theory data (ωB97M-V/def2-TZVPD) for 2 unconnected molecules or ions with the total composition C4H15N2O.

Summary:
HOMO-LUMO gap (Ha): 0.4105
Energy above the lowest of the compared OMol25 structures with the same formula, charge and spin (eV): 2.092
HOMO energy (hartree): -0.51128
Total energy (eV): -9411.5701
LUMO energy (eV): -2.742

```
! RIJCOSX wB97M-V def2-TZVPD def2/J DEFGRID3
* xyz 1 1
C -0.285 2.418 1.226
C -0.260 1.085 0.539
C 1.054 1.040 -0.427
C 0.685 -0.038 -1.424
N 0.864 -1.327 -0.696
N -0.398 -0.181 1.423
H -0.382 3.274 0.514
H -0.986 2.391 2.081
H 0.772 2.604 1.691
H -1.026 1.071 -0.228
H 0.942 1.989 -0.815
H 2.266 1.030 0.023
H 1.220 0.038 -2.468
H -0.403 -0.040 -1.596
H 1.856 -1.585 -0.643
H 0.280 -1.154 0.115
H 0.452 -2.181 -1.053
H 0.368 -0.017 2.090
H -1.342 -0.378 1.902
H -2.028 -3.540 -1.482
H -2.002 -3.471 -0.009
O -1.646 -3.030 -0.764
*
```

=====

Record 7
Density functional theory data (ωB97M-V/def2-TZVPD) for 2 unconnected molecules or ions with the total composition C2HO2S2.

Summary:
HOMO-LUMO gap (Ha): 0.2725
Energy above the lowest of the compared OMol25 structures with the same formula, charge and spin (eV): 2.686
HOMO energy (hartree): -0.14956
Total energy (eV): -27854.2970
LUMO energy (eV): 3.347

```
! RIJCOSX wB97M-V def2-TZVPD def2/J DEFGRID3
* xyz -1 1
C -0.868 1.985 -0.556
C -0.387 0.602 -1.383
O -0.933 1.843 0.615
O -1.128 2.776 -1.416
S 0.575 0.754 -2.806
S 1.263 -0.085 -1.095
H -1.279 -0.797 -1.237
*
```

=====

Record 8
Density functional theory data (ωB97M-V/def2-TZVPD) for C5H7N3O in the gas phase.

Summary:
HOMO-LUMO gap (Ha): 0.3251
Energy above the lowest of the compared OMol25 structures with the same formula, charge and spin (eV): 4.962
HOMO energy (hartree): -0.32140
Total energy (eV): -11811.4278
LUMO energy (eV): 0.100

```
! RIJCOSX wB97M-V def2-TZVPD def2/J DEFGRID3
* xyz 0 1
C -1.318 -0.291 1.888
C -1.477 0.486 0.786
N -0.799 1.716 0.674
C 0.415 1.872 0.318
N 1.346 0.931 0.547
N 1.664 -0.074 -0.018
C 1.035 -0.339 -1.314
C 0.504 -1.749 -1.422
O -0.642 -1.996 -1.698
H -0.492 -0.106 2.696
H -1.918 -1.227 2.061
H -2.014 0.347 -0.030
H 0.725 2.945 0.313
H 1.767 -0.219 -2.010
H 0.157 0.371 -1.545
H 1.049 -2.665 -1.247
*
```